## a
Below is a gas-phase ion, C4H6NOS (charge +1), with properties calculated with ωB97M-V/def2-TZVPD.

Summary:
Frontier orbital gap (alpha / beta) (eV): 5.470 / 8.607
SMILES: CC(=[N+]=O)[C@@H]1CS1

Structure (ORCA input):
```
! wB97M-V def2-TZVPD RIJCOSX def2/J DEFGRID3
* xyz 1 1
C 1.30 1.19 -0.84
C 0.29 0.64 0.10
N -0.67 1.32 0.47
O -1.47 1.20 1.29
C 0.09 -0.85 0.27
C -1.29 -1.39 0.54
S 0.14 -2.08 1.31
H 1.12 2.22 -1.13
H 1.37 0.60 -1.72
H 2.28 1.34 -0.41
H 0.77 -1.18 -0.66
H -2.21 -0.96 1.04
H -1.73 -2.05 -0.26
*
```

## b
Below is a gas-phase ion, C4H6NOS (charge +1), with properties calculated with ωB97M-V/def2-TZVPD.

Summary:
Frontier orbital gap (alpha / beta) (eV): 7.871 / 7.870

Structure (ORCA input):
```
! wB97M-V def2-TZVPD RIJCOSX def2/J DEFGRID3
* xyz 1 1
C 0.14 -1.14 -0.01
C 1.43 -0.72 0.07
C -0.77 1.11 -0.29
C -0.94 -0.33 0.09
N 1.79 0.47 0.51
O -1.41 1.99 0.20
S -2.62 -0.85 0.20
H -0.16 -2.13 -0.01
H 2.10 -1.49 -0.26
H -0.24 1.17 -1.19
H 1.21 1.23 0.67
H 2.74 0.57 0.47
H -3.26 0.14 -0.45
*
```

Quick one: least stable of them? a

## a
Below is C9H12O2 in the gas phase, with properties calculated with ωB97M-V/def2-TZVPD.

Summary:
Frontier orbital gap (eV): 9.522
SMILES: CC(C)(O)[C@@]12C=CC=C[C@@H]1O2

Structure (ORCA input):
```
! wB97M-V def2-TZVPD RIJCOSX def2/J DEFGRID3
* xyz 0 1
C -0.89 -0.30 -2.34
C 0.21 -0.50 -1.30
C 0.06 -1.96 -0.79
O 1.52 -0.27 -1.83
C 0.02 0.40 -0.07
C -1.11 0.18 0.82
C -1.20 0.74 2.08
C 0.00 1.30 2.68
C 1.14 1.21 2.02
C 1.27 0.83 0.64
O 0.57 1.64 -0.33
H -0.44 -0.82 -3.29
H -0.93 0.85 -2.60
H -1.87 -0.78 -2.08
H 0.00 -2.74 -1.61
H 0.82 -2.14 -0.20
H -0.90 -1.81 -0.12
H 1.52 0.66 -1.85
H -2.10 -0.37 0.56
H -2.00 0.57 2.86
H -0.10 1.59 3.77
H 2.12 1.31 2.59
H 2.28 0.42 0.41
*
```

## b
Below is C9H12O2 in the gas phase, with properties calculated with ωB97M-V/def2-TZVPD.

Summary:
Frontier orbital gap (eV): 8.999
SMILES: O=C1C[C@H]2CCCCC2=C1O

Structure (ORCA input):
```
! wB97M-V def2-TZVPD RIJCOSX def2/J DEFGRID3
* xyz 0 1
O 0.08 -1.46 -2.88
C 0.36 -0.83 -1.85
C 0.95 0.65 -1.64
C 0.90 0.80 -0.03
C 0.41 2.18 0.45
C -0.62 2.08 1.57
C -0.44 0.87 2.51
C -0.53 -0.46 1.78
C 0.06 -0.36 0.45
C -0.03 -1.39 -0.51
O -0.84 -2.46 -0.34
H 0.33 1.45 -2.04
H 1.98 0.72 -1.85
H 2.01 0.62 0.31
H 1.36 2.62 0.96
H -0.11 2.87 -0.29
H -0.76 3.04 2.16
H -1.63 1.89 1.10
H -1.23 0.86 3.24
H 0.44 0.98 3.07
H -1.61 -0.78 1.52
H -0.05 -1.15 2.36
H -1.02 -2.96 -1.18
*
```

Quick one: least stable of them? a

## a
Below is 2 unconnected molecules or ions with the total composition C4H11O3, with properties calculated with ωB97M-V/def2-TZVPD.

Summary:
Frontier orbital gap (eV): 8.209

Structure (ORCA input):
```
! wB97M-V def2-TZVPD RIJCOSX def2/J DEFGRID3
* xyz -1 1
C -0.13 2.30 0.30
O 0.98 1.84 1.07
C -0.79 1.21 -0.62
C 0.12 -0.07 -0.78
C -0.56 -1.08 -1.73
O 0.26 -0.63 0.49
H 0.20 3.12 -0.34
H -0.83 2.68 1.07
H -1.54 0.69 -0.01
H -0.97 1.68 -1.60
H 1.09 0.26 -1.22
H -1.35 -1.51 -1.14
H 0.21 -1.80 -1.98
H -0.92 -0.61 -2.65
H 0.87 0.79 1.13
H 0.27 -2.03 1.01
H -0.67 -3.11 1.34
O 0.23 -3.01 1.22
*
```

## b
Below is 2 unconnected molecules or ions with the total composition C4H11O3, with properties calculated with ωB97M-V/def2-TZVPD.

Summary:
Frontier orbital gap (eV): 8.237

Structure (ORCA input):
```
! wB97M-V def2-TZVPD RIJCOSX def2/J DEFGRID3
* xyz -1 1
C -0.19 2.11 0.62
O 1.11 1.91 1.16
C -0.71 0.83 -0.04
C 0.39 -0.07 -0.63
C -0.34 -1.20 -1.47
O 1.17 -0.54 0.39
H -0.06 2.93 -0.11
H -0.88 2.47 1.36
H -1.19 0.27 0.77
H -1.47 1.06 -0.79
H 0.98 0.50 -1.37
H -0.27 -2.10 -0.86
H 0.28 -1.32 -2.35
H -1.36 -0.93 -1.75
H 1.30 0.94 1.08
H 0.97 -1.73 0.98
H -0.25 -2.41 1.72
O 0.53 -2.71 1.28
*
```

## c
Below is a molecular structure, C4H11O3, with properties calculated with ωB97M-V/def2-TZVPD.

Summary:
Frontier orbital gap (eV): 6.277

Structure (ORCA input):
```
! wB97M-V def2-TZVPD RIJCOSX def2/J DEFGRID3
* xyz -1 1
C -0.75 -0.48 -0.56
O 0.56 -0.96 -0.60
C -1.11 0.63 -1.48
C -0.48 1.95 -1.02
C 1.03 1.73 -0.97
O 1.44 0.66 -1.79
H -0.99 -0.22 0.49
H -1.45 -1.33 -0.73
H -2.17 0.77 -1.63
H -0.69 0.37 -2.46
H -0.86 2.31 -0.06
H -0.91 2.68 -1.74
H 1.59 2.64 -1.27
H 1.31 1.43 0.06
H 1.07 -0.06 -1.08
H 0.94 -4.52 4.37
H 0.36 -3.53 5.30
O 1.12 -4.07 5.19
*
```

Quick one: least stable of them? c

## a
Below is C10H13N3 in the gas phase, with properties calculated with ωB97M-V/def2-TZVPD.

Summary:
Frontier orbital gap (eV): 9.564
SMILES: c1nncc2c1CC[C@H]1CC[C@H]2N1

Structure (ORCA input):
```
! wB97M-V def2-TZVPD RIJCOSX def2/J DEFGRID3
* xyz 0 1
C -2.62 0.96 -0.22
N -3.61 0.08 -0.33
N -3.31 -1.21 -0.12
C -2.05 -1.52 0.12
C -0.99 -0.68 0.31
C -1.28 0.70 0.10
C -0.37 1.95 0.28
C 1.12 1.90 -0.23
C 1.38 0.40 -0.22
C 2.30 -0.73 -0.78
C 1.29 -1.88 -0.32
C 0.39 -1.23 0.75
N 1.17 -0.11 1.14
H -2.91 2.03 -0.26
H -1.92 -2.61 0.25
H -0.36 2.26 1.35
H -0.86 2.78 -0.26
H 1.81 2.40 0.47
H 1.23 2.37 -1.24
H 0.42 0.12 -0.82
H 3.24 -0.82 -0.20
H 2.44 -0.82 -1.88
H 0.75 -2.19 -1.22
H 1.85 -2.76 0.01
H 0.29 -1.91 1.61
H 0.60 0.53 1.70
*
```

## b
Below is a molecular structure, C10H13N3, with properties calculated with ωB97M-V/def2-TZVPD.

Summary:
Frontier orbital gap (eV): 7.756

Structure (ORCA input):
```
! wB97M-V def2-TZVPD RIJCOSX def2/J DEFGRID3
* xyz 0 1
C -3.49 -1.66 0.16
C -1.68 0.05 -0.20
C 0.56 -0.71 0.03
C 1.35 -1.90 -0.12
C 2.80 -1.85 0.02
C 3.28 -0.59 -0.19
C 2.52 0.55 -0.06
C 1.05 0.66 0.29
C 0.00 1.72 0.41
C 0.27 3.02 -0.11
H -3.56 -2.01 -0.96
H -4.53 -1.49 0.76
H -2.73 -2.19 0.75
H -3.90 0.24 -0.40
H 0.83 -2.80 0.18
H 3.41 -2.82 0.35
H 4.27 -0.49 -0.06
H 2.88 1.52 -0.13
H -0.14 2.10 1.52
H 1.37 3.05 0.13
H -0.11 3.94 1.02
H -0.01 3.44 -1.41
H -1.96 2.11 -0.57
N -3.05 -0.22 -0.05
N -0.83 -1.07 -0.03
N -1.24 1.24 -0.30
*
```

Quick one: least stable of them? b

## a
Below is a molecular structure, C2H8NO2, with properties calculated with ωB97M-V/def2-TZVPD.

Summary:
Frontier orbital gap (eV): 7.166

Structure (ORCA input):
```
! wB97M-V def2-TZVPD RIJCOSX def2/J DEFGRID3
* xyz -1 1
C -0.33 0.14 0.49
O -1.62 0.67 0.13
C 0.86 0.86 -0.14
N 2.39 -0.20 -0.24
H -0.33 -0.95 0.06
H -0.12 0.13 1.53
H 0.91 1.92 -0.35
H 1.31 0.30 -1.01
H 2.97 0.39 -0.70
H 1.77 0.65 0.58
H -3.07 -2.14 0.12
H -2.21 -0.15 -0.01
O -2.53 -1.61 -0.46
*
```

## b
Below is 2 unconnected molecules or ions with the total composition C2H8NO2, with properties calculated with ωB97M-V/def2-TZVPD.

Summary:
Frontier orbital gap (eV): 7.382

Structure (ORCA input):
```
! wB97M-V def2-TZVPD RIJCOSX def2/J DEFGRID3
* xyz -1 1
C -0.35 -1.11 0.31
O -0.73 -0.32 1.32
C -0.66 -0.43 -1.21
N 0.26 0.69 -1.37
H -0.74 -2.20 0.39
H 0.79 -1.17 0.30
H -1.78 -0.18 -1.14
H -0.32 -1.23 -1.96
H 1.20 0.30 -1.50
H 0.34 1.17 -0.43
H 0.95 1.75 2.39
H 0.32 0.90 1.47
O 0.74 1.82 1.43
*
```

Quick one: least stable of them? a

## a
Below is C4H6OS2 in the gas phase, with properties calculated with ωB97M-V/def2-TZVPD.

Summary:
Frontier orbital gap (eV): 8.750
SMILES: OC(=S)[C@@H]1C[C@@H]1S

Structure (ORCA input):
```
! wB97M-V def2-TZVPD RIJCOSX def2/J DEFGRID3
* xyz 0 1
O 1.46 -0.15 1.50
C 1.43 -0.30 0.16
S 2.77 -0.87 -0.57
C 0.32 0.51 -0.65
C -0.83 0.87 0.03
C -1.04 -0.31 -0.80
S -0.59 -1.94 0.02
H 0.96 0.69 1.69
H 0.87 1.11 -1.43
H -0.92 0.73 1.16
H -1.34 1.85 -0.41
H -1.40 -0.10 -1.75
H -1.69 -2.09 1.06
*
```

## b
Below is a molecular structure, C4H6OS2, with properties calculated with ωB97M-V/def2-TZVPD.

Summary:
Frontier orbital gap (eV): 8.313

Structure (ORCA input):
```
! wB97M-V def2-TZVPD RIJCOSX def2/J DEFGRID3
* xyz 0 1
C -0.41 -0.61 0.18
C -0.87 0.55 -0.68
C 0.38 1.32 -0.25
C 1.02 -0.01 0.21
H -1.93 -2.60 -0.56
H -0.77 -0.54 1.27
H -1.80 0.99 -0.54
H -0.58 0.45 -1.74
H 1.67 -0.33 -0.56
H 1.13 0.24 2.20
O 1.91 -0.07 1.22
S -0.56 -2.24 -0.69
S 0.82 2.84 -0.06
*
```

Quick one: least stable of them? b

## a
Below is 12 unconnected molecules or ions with the total composition C24H72O24, with properties calculated with ωB97M-V/def2-TZVPD.

Summary:
Frontier orbital gap (eV): 10.017
SMILES: OCCO.OCCO.OCCO.OCCO.OCCO.OCCO.OCCO.OCCO.OCCO.OCCO.OCCO.OCCO

Structure (ORCA input):
```
! wB97M-V def2-TZVPD RIJCOSX def2/J DEFGRID3
* xyz 0 1
O -4.89 -8.18 2.50
C -4.93 -6.76 2.18
C -6.26 -6.51 1.44
O -6.48 -5.20 1.01
H -4.10 -8.41 2.99
H -4.96 -6.23 3.13
H -4.04 -6.48 1.61
H -7.10 -6.80 2.07
H -6.38 -7.14 0.56
H -6.79 -5.22 0.11
O 0.54 -1.06 -1.67
C -0.32 -1.16 -0.53
C -1.08 0.21 -0.36
O -0.36 1.26 0.18
H 1.18 -1.75 -1.50
H -0.92 -2.06 -0.65
H 0.30 -1.31 0.36
H -1.91 -0.06 0.29
H -1.39 0.44 -1.38
H -1.03 1.85 0.53
O 7.45 -2.09 -6.15
C 8.60 -1.27 -6.12
C 9.83 -1.91 -5.44
O 9.63 -1.89 -4.03
H 7.16 -2.28 -5.25
H 8.80 -1.02 -7.16
H 8.26 -0.33 -5.69
H 10.70 -1.29 -5.65
H 9.99 -2.93 -5.78
H 10.46 -2.13 -3.62
O -3.22 7.08 -2.37
C -3.15 6.40 -3.62
C -3.13 7.36 -4.81
O -1.94 8.13 -4.87
H -3.63 6.50 -1.72
H -2.40 5.61 -3.73
H -4.06 5.80 -3.69
H -3.94 8.09 -4.82
H -3.15 6.76 -5.72
H -2.06 9.00 -4.50
O -10.14 -2.68 5.17
C -9.94 -1.30 5.43
C -8.54 -0.71 5.25
O -8.08 -0.61 3.89
H -10.32 -2.79 4.23
H -10.71 -0.76 4.87
H -10.20 -1.14 6.48
H -7.86 -1.21 5.93
H -8.59 0.29 5.69
H -8.14 -1.45 3.42
O -1.42 -2.18 9.49
C -2.26 -2.05 8.44
C -1.62 -1.26 7.34
O -0.54 -1.89 6.69
H -1.73 -2.84 10.11
H -2.61 -3.03 8.11
H -3.21 -1.60 8.72
H -1.20 -0.35 7.75
H -2.37 -0.91 6.63
H 0.13 -2.00 7.37
O 5.05 2.32 2.01
C 6.20 2.91 1.46
C 6.37 2.32 0.03
O 5.39 2.79 -0.90
H 4.21 2.77 1.91
H 5.90 3.96 1.49
H 7.09 2.67 2.03
H 6.26 1.24 0.08
H 7.40 2.43 -0.31
H 4.67 2.38 -0.41
O -6.95 6.87 4.07
C -6.55 5.97 5.14
C -5.17 5.31 4.86
O -5.16 4.61 3.61
H -6.96 7.75 4.44
H -6.48 6.52 6.08
H -7.33 5.21 5.15
H -4.97 4.45 5.50
H -4.26 5.91 4.80
H -5.69 3.82 3.56
O 2.78 3.12 -10.51
C 2.15 1.95 -9.96
C 2.24 1.97 -8.43
O 1.49 0.89 -8.03
H 2.19 3.84 -10.27
H 1.09 2.02 -10.23
H 2.62 1.08 -10.41
H 1.85 2.84 -7.90
H 3.28 1.77 -8.19
H 1.56 0.75 -7.08
O 8.35 -6.79 0.70
C 7.03 -6.62 1.15
C 6.48 -5.23 0.79
O 6.21 -5.20 -0.65
H 8.18 -7.03 -0.21
H 6.30 -7.34 0.78
H 6.82 -6.71 2.22
H 7.20 -4.43 1.00
H 5.64 -4.95 1.42
H 7.10 -5.13 -1.01
O 2.62 11.88 0.37
C 2.52 10.66 -0.34
C 2.42 9.48 0.62
O 1.12 9.34 1.10
H 2.83 12.57 -0.27
H 1.61 10.70 -0.94
H 3.40 10.46 -0.96
H 3.10 9.48 1.47
H 2.73 8.56 0.11
H 0.55 9.13 0.35
O -1.81 -10.83 -1.80
C -0.40 -10.68 -2.24
C 0.01 -9.21 -2.29
O 0.79 -8.70 -1.20
H -2.05 -10.38 -0.99
H 0.29 -11.16 -1.55
H -0.23 -11.17 -3.20
H -0.91 -8.63 -2.29
H 0.53 -8.96 -3.21
H 1.39 -8.11 -1.66
*
```

## b
Below is 12 unconnected molecules or ions with the total composition C24H72O24, with properties calculated with ωB97M-V/def2-TZVPD.

Summary:
Frontier orbital gap (eV): 9.150
SMILES: OCCO.OCCO.OCCO.OCCO.OCCO.OCCO.OCCO.OCCO.OCCO.OCCO.OCCO.OCCO

Structure (ORCA input):
```
! wB97M-V def2-TZVPD RIJCOSX def2/J DEFGRID3
* xyz 0 1
O -0.95 3.78 -1.16
C 0.29 3.72 -1.84
C 1.27 4.62 -1.17
O 0.98 6.02 -1.16
H -1.24 2.86 -0.97
H 0.69 2.72 -2.01
H 0.14 4.09 -2.87
H 2.30 4.44 -1.52
H 1.44 4.38 -0.10
H 0.03 6.05 -1.34
O -0.59 -1.53 -1.62
C 0.46 -0.60 -1.33
C 0.72 -0.53 0.22
O 0.06 0.63 0.75
H -1.39 -1.23 -1.16
H 1.42 -0.97 -1.70
H 0.33 0.40 -1.76
H 1.80 -0.42 0.28
H 0.43 -1.47 0.68
H 0.69 1.21 1.19
O 0.25 3.12 6.76
C 0.53 2.77 5.40
C -0.50 1.77 4.89
O -0.50 0.52 5.59
H -0.46 3.76 6.61
H 0.54 3.59 4.68
H 1.50 2.29 5.24
H -0.47 1.47 3.84
H -1.50 2.24 4.96
H -0.66 0.78 6.51
O -2.56 3.24 2.55
C -1.43 4.09 2.16
C -2.08 5.31 1.54
O -2.92 5.98 2.49
H -2.77 2.79 1.73
H -0.86 4.17 3.08
H -0.88 3.47 1.45
H -2.68 5.12 0.65
H -1.37 6.10 1.29
H -3.42 5.36 3.02
O 3.13 2.10 1.53
C 2.91 2.22 2.92
C 4.23 1.90 3.60
O 5.18 2.92 3.16
H 3.36 2.95 1.13
H 2.54 3.21 3.21
H 2.10 1.57 3.25
H 4.68 0.92 3.47
H 4.26 1.97 4.70
H 5.90 2.84 3.79
O -0.66 0.74 -5.13
C -1.83 0.80 -4.32
C -2.72 2.00 -4.71
O -3.15 1.78 -6.03
H -0.60 1.57 -5.61
H -2.47 -0.08 -4.49
H -1.54 0.77 -3.27
H -2.02 2.85 -4.68
H -3.51 1.98 -3.96
H -3.80 2.45 -6.27
O -0.40 -4.26 1.88
C -1.41 -3.99 0.92
C -1.02 -4.71 -0.38
O 0.14 -4.14 -0.93
H -0.21 -5.20 1.96
H -2.41 -4.22 1.28
H -1.39 -2.94 0.62
H -1.90 -4.69 -1.04
H -0.83 -5.78 -0.26
H 0.02 -3.17 -0.99
O -2.11 1.32 -0.58
C -3.46 0.95 -0.38
C -3.88 -0.40 -0.94
O -3.15 -1.44 -0.29
H -1.51 0.89 0.10
H -3.68 1.05 0.69
H -4.04 1.69 -0.93
H -3.77 -0.44 -2.02
H -4.94 -0.51 -0.74
H -3.64 -1.92 0.37
O -4.40 -3.52 -5.44
C -4.28 -2.93 -4.15
C -2.82 -2.92 -3.70
O -2.17 -4.15 -4.01
H -5.31 -3.42 -5.73
H -4.63 -1.90 -4.17
H -4.85 -3.56 -3.46
H -2.79 -2.67 -2.63
H -2.18 -2.18 -4.17
H -2.45 -4.88 -3.45
O 5.02 -1.62 2.24
C 3.90 -1.70 1.38
C 4.40 -1.28 -0.02
O 4.88 0.06 -0.02
H 5.61 -2.35 2.03
H 3.43 -2.69 1.33
H 3.07 -1.06 1.68
H 3.66 -1.43 -0.81
H 5.22 -1.92 -0.36
H 5.13 0.24 0.90
O 3.49 -3.07 4.41
C 2.48 -2.19 4.83
C 1.09 -2.57 4.38
O 0.86 -2.25 3.00
H 3.75 -2.86 3.50
H 2.51 -2.15 5.92
H 2.68 -1.15 4.54
H 0.24 -2.13 4.90
H 1.00 -3.67 4.40
H 0.38 -2.95 2.51
O -0.05 -2.89 -5.38
C 0.77 -2.78 -4.22
C 2.24 -3.19 -4.40
O 2.32 -4.51 -4.89
H 0.13 -2.09 -5.88
H 0.78 -1.72 -3.96
H 0.39 -3.42 -3.42
H 2.65 -3.22 -3.39
H 2.78 -2.45 -5.00
H 2.01 -4.53 -5.80
*
```

Quick one: least stable of them? a